# 1
Formula: C6H4BrN3O2
Source: the Open Molecules 2025 dataset
Level of theory: ωB97M-V with the def2-TZVPD basis set

Structure (ORCA input):
```
! RIJCOSX wB97M-V def2-TZVPD def2/J DEFGRID3
* xyz 0 1
C 1.7957 0.9094 -0.7510
O -4.1597 -2.5564 -0.8359
C 1.1088 -0.5944 1.1633
H 2.0726 -1.2341 -0.8804
H 1.0721 0.4326 1.5633
C 1.3948 2.0291 -0.0542
N 0.0087 -1.2911 0.9747
H 2.3913 1.0645 -1.6845
H 1.8476 -1.0453 1.7300
O 0.4631 4.0966 0.5982
N 0.8918 3.0980 0.0383
Br -4.0038 0.2345 -1.6368
N -3.3154 -1.7858 -0.5563
C -2.1963 -1.7469 0.0074
C 1.7337 -0.3416 -0.1839
C -1.1052 -1.2693 0.5079
*
```

The calculation puts the lowest unoccupied orbital energy (spin up / spin down) at -2.138 / -2.267 eV. The energy relative to the best compared isomer or geometry (same formula, charge and spin) comes out at 944.0 kJ/mol.

Listed below, in e, are the natural (NBO) charges computed for each atom: C -0.305; O -0.240; C -0.295; H 0.227; H 0.226; C 0.140; N -0.336; H 0.254; H 0.225; O -0.380; N 0.210; Br -0.280; N 0.276; C -0.085; C -0.107; C 0.468

***

# 2
Formula: C6H9N
Source: the Open Molecules 2025 dataset
Level of theory: ωB97M-V with the def2-TZVPD basis set

Structure (ORCA input):
```
! RIJCOSX wB97M-V def2-TZVPD def2/J DEFGRID3
* xyz 0 1
C 0.7937 1.3403 0.0744
H 3.2678 0.0417 -0.1854
H -2.6843 -1.1658 0.8213
H -3.2272 0.4305 0.3313
C 2.4466 -0.6729 -0.1334
C -1.1326 0.1465 0.0807
H -0.0020 -1.5975 -0.4186
C -2.5292 -0.3706 0.0866
N -0.0450 -0.6735 -0.0248
C 1.1298 0.0230 -0.0648
H 2.5355 -1.3233 -1.0079
H 1.4940 2.1596 0.1113
H 2.6297 -1.2967 0.7463
C -0.6267 1.4176 0.1735
H -1.2183 2.3125 0.2949
H -2.8317 -0.7715 -0.8854
*
```

The SMILES is Cc1ccc(C)[nH]1. The calculation puts the lowest unoccupied orbital energy at 1.034 eV. The energy relative to the best compared isomer or geometry (same formula, charge and spin) comes out at 10.3 kJ/mol.

Listed below, in e, are the natural (NBO) charges computed for each atom: C -0.293; H 0.230; H 0.216; H 0.229; C -0.640; C 0.121; H 0.398; C -0.637; N -0.511; C 0.119; H 0.210; H 0.213; H 0.217; C -0.301; H 0.215; H 0.213

***

# 3
Formula: C3H9NO
Source: the Open Molecules 2025 dataset
Level of theory: ωB97M-V with the def2-TZVPD basis set

Structure (ORCA input):
```
! RIJCOSX wB97M-V def2-TZVPD def2/J DEFGRID3
* xyz 0 1
H -0.0206 2.1993 0.7709
H -0.3240 -1.6194 -1.2381
H -2.3045 -0.0658 1.4767
C -0.6011 -0.5558 0.5393
O 0.2842 2.6185 -0.0448
H -0.2538 2.3086 -0.7757
H -0.0847 -0.1486 1.4108
C 1.6242 -0.7991 -0.5221
N -1.9634 -0.3798 0.5925
H 2.2106 -1.5957 -0.9745
H 2.0089 -0.5773 0.4853
H 1.8432 0.1263 -1.0691
C 0.1530 -1.0642 -0.4361
H -2.5718 -0.4471 -0.2148
*
```

The SMILES is C/C=C/N.O. The calculation puts the lowest unoccupied orbital energy at 0.878 eV. The energy relative to the best compared isomer or geometry (same formula, charge and spin) comes out at 126.9 kJ/mol.

Listed below, in e, are the natural (NBO) charges computed for each atom: H 0.472; H 0.190; H 0.386; C 0.001; O -0.945; H 0.475; H 0.168; C -0.627; N -0.835; H 0.208; H 0.205; H 0.214; C -0.308; H 0.395